C34H122F3O32Y as an isolated structure at a distorted geometry, computed with the ωB97M-V functional and the def2-TZVPD basis.

Last column: Löwdin charge in e.
Element x y z (Å)
Y -0.070 -2.577 -3.930  1.69
O 1.019 -0.997 -5.427  -0.41
C 1.356 -1.686 -6.620  -0.33
C 1.099 -3.197 -6.787  -0.36
O 0.329 -3.926 -5.846  -0.40
H 2.371 -1.380 -6.876  0.10
H 0.731 -1.185 -7.359  0.08
H 2.116 -3.575 -6.892  0.09
H 0.588 -3.439 -7.719  0.09
C -0.753 -0.586 -0.875  -0.41
O 0.430 -0.091 -0.338  -0.09
O -0.349 -1.356 -1.956  -0.27
C -1.548 -1.372 0.209  -0.54
F -0.993 -2.470 0.743  0.14
F -1.860 -0.519 1.200  0.11
F -2.757 -1.751 -0.238  0.13
C 0.458 1.247 0.218  -0.20
C 1.971 1.565 0.436  -0.02
H 2.549 0.758 0.885  0.07
H 2.303 1.575 -0.602  0.06
H 2.137 2.577 0.805  0.05
H -0.160 1.225 1.116  0.08
H -0.029 2.025 -0.369  0.10
H -1.427 0.213 -1.185  0.14
C -0.665 0.469 3.937  -0.13
O 0.532 1.230 3.788  -0.12
H -0.619 -0.412 3.297  0.07
H -0.715 0.049 4.941  0.05
H -1.615 1.000 3.870  0.08
H 0.279 2.082 4.152  0.03
C 2.428 -2.297 1.540  -0.11
O 2.633 -3.125 2.692  -0.13
H 2.326 -2.866 0.615  0.08
H 1.438 -1.849 1.623  0.07
H 3.067 -1.418 1.454  0.07
H 3.404 -3.674 2.529  0.08
C -1.996 7.467 -0.363  -0.14
O -0.674 7.149 0.083  -0.15
H -2.568 7.911 0.452  0.08
H -1.909 8.196 -1.169  0.07
H -2.485 6.540 -0.661  0.07
H -0.202 6.612 -0.558  0.03
C 4.724 3.091 2.739  -0.16
O 4.275 3.368 4.024  -0.13
H 5.535 3.767 2.471  0.08
H 5.065 2.057 2.681  0.07
H 3.867 3.419 2.151  0.05
H 3.902 2.564 4.393  0.03
C 0.929 4.814 4.724  -0.13
O 0.150 3.735 5.110  -0.14
H 1.966 4.481 4.669  0.08
H 0.542 5.241 3.799  0.07
H 0.633 5.507 5.512  0.09
H -0.551 4.123 5.638  0.09
C 1.222 4.992 -2.623  -0.16
O 0.798 4.890 -1.313  -0.13
H 2.099 4.407 -2.898  0.08
H 0.369 4.910 -3.297  0.09
H 1.512 6.016 -2.857  0.08
H 1.578 4.700 -0.787  0.03
C 2.482 5.594 1.013  -0.20
O 3.365 5.314 0.001  -0.10
H 1.801 6.386 0.701  0.08
H 1.890 4.716 1.273  0.07
H 2.946 5.989 1.917  0.10
H 3.731 6.178 -0.200  0.10
C 0.792 -4.080 6.256  -0.12
O 0.439 -3.138 5.247  -0.14
H 1.052 -3.538 7.166  0.08
H -0.010 -4.765 6.531  0.09
H 1.618 -4.699 5.905  0.08
H 1.159 -2.986 4.630  0.06
C 2.704 -1.866 -2.378  -0.11
O 2.070 -2.985 -2.950  -0.20
H 2.216 -0.977 -2.778  0.09
H 2.487 -1.942 -1.313  0.06
H 3.785 -1.947 -2.262  0.10
H 2.578 -3.779 -2.766  0.11
C -3.269 2.816 -0.725  -0.11
O -4.175 3.809 -0.217  -0.12
H -3.221 2.747 -1.811  0.07
H -2.265 3.001 -0.341  0.05
H -3.556 1.855 -0.298  0.09
H -4.702 3.899 -1.015  0.02
C -5.554 -4.401 -1.791  -0.13
O -4.187 -4.749 -1.825  -0.11
H -6.193 -5.236 -1.505  0.09
H -5.809 -3.537 -1.178  0.06
H -5.910 -4.161 -2.793  0.08
H -4.048 -5.596 -1.395  0.09
C 3.945 -0.333 4.465  -0.15
O 3.359 0.837 4.941  -0.11
H 3.147 -0.981 4.102  0.06
H 4.658 -0.121 3.668  0.08
H 4.458 -0.957 5.197  0.08
H 2.447 0.902 4.650  0.05
C -8.170 -2.128 0.200  -0.11
O -9.585 -2.225 -0.245  -0.14
H -7.998 -2.888 0.961  0.07
H -7.511 -2.326 -0.646  0.05
H -7.955 -1.161 0.655  0.08
H -9.768 -3.164 -0.316  0.06
C 6.294 -3.029 1.011  -0.15
O 5.560 -4.089 0.385  -0.13
H 7.353 -3.276 0.936  0.08
H 6.179 -2.062 0.522  0.08
H 6.077 -2.846 2.063  0.07
H 5.845 -4.945 0.712  0.07
C -1.635 3.925 2.080  -0.11
O -2.888 4.602 2.044  -0.13
H -1.212 4.395 2.968  0.07
H -1.722 2.851 2.239  0.07
H -1.115 4.066 1.132  0.07
H -3.375 4.322 1.265  0.02
C -3.744 -2.249 2.941  -0.17
O -4.001 -2.578 4.281  -0.12
H -2.828 -2.782 2.687  0.06
H -4.597 -2.687 2.425  0.08
H -3.624 -1.210 2.632  0.06
H -3.218 -2.505 4.831  0.02
C -0.714 1.617 -7.566  -0.14
O 0.254 1.763 -6.486  -0.13
H -1.005 0.566 -7.563  0.06
H -1.712 2.045 -7.480  0.06
H -0.267 1.882 -8.525  0.08
H 0.444 0.870 -6.190  0.01
C 5.348 2.770 -1.582  -0.13
O 6.099 1.685 -1.067  -0.13
H 5.773 3.172 -2.502  0.08
H 4.378 2.394 -1.907  0.06
H 5.406 3.561 -0.833  0.08
H 6.495 1.266 -1.835  0.09
C 2.923 1.983 -4.714  -0.15
O 3.265 0.706 -5.314  -0.13
H 3.618 2.403 -3.986  0.04
H 2.714 2.796 -5.409  0.07
H 2.073 1.844 -4.046  0.07
H 2.494 0.135 -5.359  -0.01
C -2.158 0.195 -4.593  -0.12
O -1.807 -1.118 -4.890  -0.19
H -2.484 0.804 -5.436  0.09
H -2.879 0.206 -3.776  0.08
H -1.331 0.707 -4.101  0.09
H -2.242 -1.437 -5.685  0.10
C 0.036 -6.136 -3.239  -0.11
O -0.150 -4.822 -2.727  -0.19
H 1.049 -6.514 -3.105  0.09
H -0.582 -6.926 -2.813  0.08
H -0.226 -6.078 -4.295  0.08
H -0.171 -4.999 -1.784  0.07
C 1.668 -6.319 1.931  -0.12
O 1.758 -5.790 3.299  -0.12
H 1.478 -7.392 1.961  0.08
H 0.782 -5.943 1.420  0.03
H 2.467 -6.175 1.204  0.07
H 1.730 -4.831 3.263  0.02
C -1.355 -1.453 7.135  -0.17
O -1.934 -2.216 6.129  -0.14
H -2.075 -0.747 7.548  0.09
H -1.071 -2.131 7.940  0.07
H -0.402 -1.008 6.850  0.07
H -1.241 -2.693 5.667  0.03
C -1.676 -5.668 1.228  -0.14
O -1.184 -5.939 -0.056  -0.14
H -2.762 -5.625 1.138  0.08
H -1.527 -6.557 1.840  0.09
H -1.213 -4.741 1.567  0.08
H -1.492 -6.765 -0.436  0.08
C -5.562 3.249 -3.532  -0.09
O -5.919 4.001 -2.330  -0.13
H -4.518 2.954 -3.427  0.06
H -6.262 2.522 -3.943  0.09
H -5.600 4.108 -4.202  0.08
H -6.874 3.922 -2.284  0.09
C 8.361 2.651 1.132  -0.23
O 7.484 1.659 1.359  -0.11
H 9.373 2.310 0.916  0.08
H 7.986 3.434 0.473  0.08
H 8.421 3.300 2.006  0.07
H 6.960 1.522 0.567  0.03
C -3.239 -3.830 -4.656  -0.11
O -2.306 -3.485 -3.637  -0.21
H -2.874 -3.603 -5.658  0.08
H -3.503 -4.887 -4.670  0.10
H -4.054 -3.121 -4.515  0.09
H -2.878 -3.683 -2.892  0.06
C -5.294 2.733 4.142  -0.20
O -5.298 3.806 3.295  -0.12
H -6.277 2.878 4.590  0.08
H -5.208 1.791 3.601  0.07
H -4.469 2.766 4.854  0.08
H -4.415 4.154 3.153  0.04

One molecule with the formula H4N2O3Si at a distorted geometry, computed with the ωB97M-V functional and the def2-TZVPD basis.

Last column: Löwdin charge in e.
Element x y z (Å)
N -1.106 -0.393 -0.031  -0.04
N 1.442 -1.203 1.022  -0.47
O 2.058 -0.635 1.945  -0.04
O 1.523 -2.355 0.817  0.06
O 1.184 0.063 -1.373  -0.15
Si 0.536 0.082 0.093  0.41
H -1.766 -0.284 -0.711  -0.01
H -1.676 -0.703 0.846  0.10
H 1.745 -0.605 -1.858  0.11
H 0.945 1.422 0.737  0.03

energy above the lowest of the compared OMol25 structures with the same formula, charge and spin = 8.3 kcal/mol
structure (SMILES) = N[Si@H](O)[N+](=O)[O-]

Which gap between HOMO and LUMO belongs to each record? In order, 0.269; 0.398 Eh.